{
  "formula": "C37H32ClOP2Ru",
  "method": "ωB97M-V/def2-TZVPD",
  "species": ["Ru", "Cl", "P", "P", "C", "C", "C", "C", "C", "C", "C", "C", "C", "C", "C", "H", "H", "H", "H", "H", "C", "C", "C", "C", "C", "H", "H", "H", "H", "H", "C", "C", "C", "C", "C", "H", "H", "H", "H", "H", "C", "C", "C", "C", "C", "H", "H", "H", "H", "H", "C", "C", "C", "C", "C", "H", "H", "H", "H", "H", "C", "C", "C", "C", "C", "H", "H", "H", "H", "H", "H", "H", "O", "C"],
  "positions_angstrom": [[-0.11, -0.02, -0.45], [2.33, 0.66, -0.53], [0.66, -2.19, -0.21], [-0.52, 2.23, 0.02], [-0.71, -3.41, -0.10], [1.59, -2.70, 1.28], [1.70, -2.75, -1.61], [-0.57, 3.32, -1.45], [-2.19, 2.54, 0.72], [0.62, 3.07, 1.17], [-0.96, -4.37, -1.09], [-2.02, -5.26, -0.93], [-2.82, -5.21, 0.21], [-2.56, -4.26, 1.21], [-1.52, -3.35, 1.05], [-0.32, -4.42, -1.97], [-2.22, -6.00, -1.71], [-3.66, -5.90, 0.32], [-3.18, -4.22, 2.11], [-1.32, -2.61, 1.82], [1.18, -2.59, -2.92], [1.96, -2.99, -4.02], [3.23, -3.54, -3.80], [3.75, -3.66, -2.51], [2.99, -3.24, -1.41], [0.20, -2.14, -3.07], [1.57, -2.87, -5.02], [3.83, -3.85, -4.65], [4.74, -4.06, -2.35], [3.40, -3.29, -0.40], [1.69, -4.06, 1.60], [2.36, -4.46, 2.75], [2.96, -3.50, 3.58], [2.89, -2.14, 3.25], [2.21, -1.74, 2.09], [1.22, -4.81, 0.96], [2.42, -5.52, 3.00], [3.48, -3.82, 4.48], [3.37, -1.40, 3.88], [2.18, -0.69, 1.78], [-2.39, 2.97, 2.04], [-3.68, 3.24, 2.49], [-4.78, 3.05, 1.65], [-4.59, 2.59, 0.34], [-3.30, 2.33, -0.12], [-1.53, 3.11, 2.70], [-3.82, 3.59, 3.52], [-5.79, 3.24, 2.01], [-5.45, 2.43, -0.32], [-3.15, 1.99, -1.15], [0.25, 3.02, -2.55], [0.14, 3.76, -3.73], [-0.77, 4.82, -3.80], [-1.53, 5.18, -2.68], [-1.42, 4.45, -1.50], [0.96, 2.19, -2.46], [0.74, 3.51, -4.60], [-0.89, 5.38, -4.73], [-2.23, 6.02, -2.73], [-2.00, 4.74, -0.63], [1.11, 4.37, 0.92], [1.89, 5.01, 1.88], [2.22, 4.35, 3.08], [1.78, 3.04, 3.31], [0.99, 2.40, 2.35], [0.86, 4.87, -0.01], [2.25, 6.02, 1.69], [2.84, 4.86, 3.82], [2.05, 2.52, 4.22], [0.64, 1.37, 2.52], [-0.78, 0.43, -2.26], [0.39, -0.35, -1.85], [-3.00, -0.81, -0.22], [-1.87, -0.51, -0.31]],
  "mulliken_charge": [-1.02, -0.14, 1.74, 2.18, 0.17, 0.30, 0.75, -0.07, 0.24, 0.38, -0.19, -0.62, -0.48, -0.77, -0.15, 0.45, 0.46, 0.44, 0.45, 0.43, -0.56, -0.83, -0.55, -0.67, -0.53, 0.42, 0.44, 0.42, 0.44, 0.39, 0.03, -0.85, -0.57, -0.63, -0.54, 0.49, 0.44, 0.42, 0.44, 0.14, -0.40, -0.63, -0.61, -0.84, -0.17, 0.37, 0.42, 0.41, 0.43, 0.44, -0.39, -0.78, -0.49, -0.83, 0.04, 0.34, 0.43, 0.41, 0.43, 0.55, -0.65, -0.66, -0.56, -0.76, -0.32, 0.39, 0.44, 0.42, 0.45, 0.53, 0.03, 0.43, -0.39, 0.58],
  "spin_multiplicity": 6,
  "e_homo_ev": [-11.32, -13.75],
  "total_charge": 2,
  "total_energy_ha": -2741.3630,
  "de_lowest_kcal_mol": 9.09,
  "largest_force_ha_per_bohr": 0.153
}

=====

{
  "formula": "C37H32ISb2V",
  "method": "ωB97M-V/def2-TZVPD",
  "species": ["V", "I", "C", "C", "C", "C", "C", "C", "C", "C", "C", "C", "H", "H", "H", "H", "H", "H", "C", "C", "C", "Sb", "C", "C", "C", "C", "C", "C", "C", "C", "C", "C", "C", "C", "Sb", "C", "C", "C", "C", "C", "C", "C", "C", "C", "C", "C", "C", "H", "H", "H", "H", "H", "H", "H", "H", "H", "H", "H", "H", "H", "H", "H", "H", "H", "H", "H", "H", "H", "H", "H", "H", "H", "H"],
  "positions_angstrom": [[-0.88, -0.30, -0.92], [-2.95, -1.34, 0.50], [-4.17, 0.25, -0.18], [-5.43, 0.37, 0.32], [-6.27, 1.38, -0.20], [-5.82, 2.20, -1.20], [-4.50, 2.07, -1.71], [-4.03, 2.89, -2.77], [-2.78, 2.72, -3.29], [-1.92, 1.74, -2.73], [-2.29, 0.94, -1.67], [-3.63, 1.08, -1.19], [-5.80, -0.30, 1.09], [-7.27, 1.49, 0.19], [-6.47, 2.95, -1.62], [-4.69, 3.65, -3.18], [-2.44, 3.34, -4.11], [-0.92, 1.65, -3.15], [2.93, -0.69, -0.58], [3.17, -0.09, 0.82], [2.39, 1.20, 1.08], [0.24, 1.06, 1.06], [-0.10, 3.14, 1.25], [-0.84, 3.76, 0.24], [-0.98, 5.14, 0.23], [-0.40, 5.91, 1.23], [0.34, 5.30, 2.24], [0.49, 3.92, 2.25], [0.01, 0.20, 2.98], [0.00, 0.96, 4.15], [-0.08, 0.34, 5.38], [-0.14, -1.04, 5.47], [-0.14, -1.81, 4.31], [-0.07, -1.19, 3.07], [1.26, -2.05, -0.71], [2.31, -3.72, 0.04], [3.42, -4.24, -0.62], [4.16, -5.25, -0.02], [3.81, -5.72, 1.24], [2.71, -5.21, 1.90], [1.95, -4.21, 1.30], [1.24, -2.10, -2.84], [0.00, -1.84, -3.44], [-0.11, -1.63, -4.81], [1.02, -1.70, -5.60], [2.26, -1.98, -5.02], [2.37, -2.16, -3.65], [3.78, -1.28, -0.91], [2.77, 0.10, -1.31], [4.24, 0.15, 0.91], [2.97, -0.83, 1.60], [2.64, 1.96, 0.34], [2.63, 1.61, 2.06], [-1.31, 3.17, -0.53], [-1.55, 5.62, -0.55], [-0.52, 6.99, 1.23], [0.80, 5.89, 3.01], [1.09, 3.46, 3.02], [0.04, 2.04, 4.10], [-0.11, 0.94, 6.29], [-0.19, -1.53, 6.44], [-0.19, -2.89, 4.38], [-0.11, -1.79, 2.17], [3.70, -3.89, -1.60], [5.02, -5.66, -0.54], [4.41, -6.50, 1.71], [2.43, -5.59, 2.87], [1.08, -3.83, 1.81], [-0.92, -1.86, -2.85], [-1.08, -1.43, -5.25], [0.95, -1.55, -6.67], [3.14, -2.04, -5.65], [3.35, -2.34, -3.22]],
  "mulliken_charge": [-0.51, 0.08, 0.51, -0.65, -0.54, -0.96, 1.01, -0.86, -1.08, 0.13, -0.28, 0.65, 0.42, 0.40, 0.40, 0.40, 0.42, 0.45, -1.10, -0.66, -1.08, 1.55, 0.41, -0.06, -0.57, -0.51, -0.87, -0.35, 0.32, -0.35, -0.69, -0.54, -0.68, -0.02, 1.21, 0.62, -0.25, -0.70, -0.47, -0.63, -0.54, 0.56, -0.77, -1.03, -0.46, -0.85, -0.26, 0.52, 0.46, 0.49, 0.20, 0.52, 0.48, -0.03, 0.44, 0.39, 0.39, 0.31, 0.25, 0.42, 0.38, 0.43, -0.11, 0.18, 0.41, 0.39, 0.41, 0.28, 1.04, 0.45, 0.40, 0.41, 0.23],
  "spin_multiplicity": 4,
  "e_homo_ev": [-10.36, -10.71],
  "total_charge": 1,
  "total_energy_ha": -3151.0142,
  "de_lowest_kcal_mol": 4.23,
  "largest_force_ha_per_bohr": 0.017
}

=====

{
  "formula": "C37H32N3O",
  "method": "ωB97M-V/def2-TZVPD",
  "species": ["C", "C", "C", "C", "N", "C", "C", "C", "C", "C", "C", "C", "C", "C", "C", "C", "C", "C", "C", "C", "N", "C", "C", "C", "C", "C", "C", "C", "C", "C", "C", "C", "C", "C", "C", "C", "C", "C", "C", "H", "H", "H", "H", "H", "H", "H", "H", "H", "H", "H", "H", "H", "H", "H", "H", "H", "H", "H", "H", "H", "H", "H", "H", "H", "H", "H", "H", "H", "N", "O", "H", "H", "H"],
  "positions_angstrom": [[-6.82, 2.22, -0.63], [-7.15, 2.27, 0.74], [-6.59, 1.35, 1.62], [-5.71, 0.37, 1.14], [-5.13, -0.55, 2.07], [-5.68, -1.86, 2.15], [-5.28, -2.83, 1.23], [-5.88, -4.10, 1.25], [-6.86, -4.39, 2.21], [-7.24, -3.42, 3.14], [-6.66, -2.15, 3.11], [-3.85, -0.27, 2.59], [-3.70, -0.13, 3.98], [-2.47, 0.24, 4.51], [-1.31, 0.31, 3.69], [-0.03, 0.58, 4.30], [1.21, 0.16, 3.72], [2.43, 0.82, 4.08], [3.63, 0.47, 3.50], [3.70, -0.62, 2.61], [4.92, -0.94, 2.01], [5.16, -2.24, 1.48], [4.97, -2.49, 0.12], [5.25, -3.77, -0.39], [5.75, -4.76, 0.45], [5.97, -4.49, 1.81], [5.67, -3.24, 2.33], [5.85, 0.09, 1.71], [6.99, 0.25, 2.50], [7.90, 1.28, 2.21], [7.69, 2.10, 1.10], [6.56, 1.92, 0.29], [5.63, 0.92, 0.60], [2.54, -1.36, 2.32], [1.32, -0.93, 2.82], [-1.49, 0.17, 2.28], [-2.75, -0.09, 1.75], [-5.42, 0.29, -0.22], [-5.96, 1.23, -1.10], [-7.25, 2.95, -1.32], [-7.83, 3.04, 1.12], [-6.82, 1.36, 2.69], [-4.52, -2.57, 0.49], [-5.57, -4.84, 0.51], [-7.32, -5.38, 2.22], [-7.99, -3.65, 3.90], [-6.94, -1.37, 3.82], [-4.57, -0.27, 4.62], [-2.37, 0.46, 5.57], [-0.03, 0.78, 5.37], [2.40, 1.64, 4.79], [4.55, 1.01, 3.74], [4.60, -1.69, -0.52], [5.06, -3.97, -1.44], [5.98, -5.75, 0.05], [6.39, -5.26, 2.46], [5.83, -3.00, 3.38], [7.14, -0.42, 3.35], [8.76, 1.42, 2.86], [8.40, 2.89, 0.86], [6.39, 2.55, -0.58], [4.74, 0.76, 0.00], [2.61, -2.23, 1.67], [0.42, -1.47, 2.52], [-0.64, 0.28, 1.61], [-2.89, -0.19, 0.67], [-4.75, -0.51, -0.57], [-5.70, 1.17, -2.16], [-0.04, 3.04, 5.07], [-0.84, 2.71, 6.24], [0.87, 2.64, 5.28], [-0.49, 2.58, 4.28], [-1.05, 3.58, 6.62]],
  "mulliken_charge": [-0.41, -0.71, -0.22, 0.16, 0.84, 0.14, -0.02, -0.76, -0.42, -0.70, -0.21, 0.41, -0.50, -0.85, 0.95, -1.27, 1.08, -1.04, -0.82, 1.10, 0.91, -0.68, 0.18, -0.76, -0.40, -0.75, -0.04, -0.60, 0.00, -0.72, -0.40, -0.78, 0.01, -0.70, -0.94, -1.04, -0.22, 0.09, -0.89, 0.38, 0.37, 0.37, 0.29, 0.37, 0.38, 0.37, 0.33, 0.39, 0.38, 0.97, 0.25, 0.50, 0.32, 0.39, 0.39, 0.38, 0.41, 0.39, 0.39, 0.39, 0.38, 0.38, 0.50, 0.61, 0.68, 0.23, 0.20, 0.37, -0.65, -0.39, 0.41, 0.50, 0.33],
  "e_homo_ev": -10.71,
  "total_charge": 1,
  "total_energy_ha": -1668.3144,
  "largest_force_ha_per_bohr": 0.054
}